ORCA calculation (wB97M-V/def2-TZVPD) on a cluster of 7 separate species, C48H105N9O11 in total in a non-equilibrium geometry.

The spin multiplicity is 1. As for the HOMO energy: -8.9 eV. The structure (SMILES) is [H]/N=C(\C)C[C@@](C#N)(COCCOCC)[C@@](C#N)(CCCCCCOC(=O)C=C)OCCC.COC[C@@H](C)N.COC[C@@H](C)N.COC[C@@H](C)N.COC[C@@H](C)N.COC[C@@H](C)N.COC[C@@H](C)N. The calculation puts the frontier orbital gap at 9.201 eV. The value obtained for the electronic energy is -87405.3392 eV. As for the molar mass: 984.420 u.

Each line ends with the Löwdin charge.
Atoms and positions in Å:
H -2.0775 -0.7586 1.5835  0.05
N -1.9240 0.0818 1.0303  0.18
C -0.6857 0.2525 0.8227  -0.39
C 0.3227 -0.7118 1.4199  -0.03
C -0.1101 1.4049 0.0222  -0.05
C -0.3422 1.3267 -1.5239  -0.28
C 0.8235 2.0227 -2.1146  -0.20
N 1.7748 2.4997 -2.5430  0.21
C -0.2302 -0.1088 -2.0518  -0.17
O -1.3780 -0.8583 -1.7978  -0.14
C -1.3128 -2.1716 -2.3492  -0.13
C -2.7431 -2.6348 -2.6398  -0.17
O -3.1854 -3.6137 -1.7117  -0.16
C -3.5834 -3.0525 -0.4591  -0.26
C -2.8075 -3.7470 0.6604  -0.06
C -1.6140 2.1151 -2.0500  -0.39
C -1.3473 3.5663 -1.7745  -0.15
N -1.3274 4.6662 -1.4449  0.22
C -1.7504 2.0354 -3.5981  -0.08
C -2.4327 0.7627 -4.1246  -0.16
C -3.5043 1.0447 -5.2115  -0.18
C -3.1799 0.4597 -6.5901  -0.20
C -2.9264 -1.0482 -6.6249  -0.18
C -4.1429 -1.8655 -6.2471  -0.17
O -3.7303 -3.2540 -6.2122  -0.03
C -4.7190 -4.1290 -5.8669  -0.49
O -5.1557 -4.9015 -6.6734  0.15
C -5.1535 -4.0993 -4.4336  -0.08
C -6.1504 -3.3121 -4.0249  0.04
O -2.8299 1.6970 -1.5231  -0.06
C -3.3608 2.3422 -0.3640  -0.21
C -4.3546 3.4769 -0.6996  -0.22
C -5.5651 3.4068 0.2303  -0.11
H 0.9158 -1.2124 0.6527  0.08
H 0.9947 -0.1122 2.0427  0.08
H -0.1520 -1.4251 2.0913  0.08
H -0.3799 2.3812 0.4273  0.12
H 0.9727 1.3491 0.1480  0.12
H 0.6795 -0.5794 -1.6523  0.14
H -0.0688 -0.0513 -3.1390  0.13
H -0.9241 -2.8521 -1.5855  0.13
H -0.6774 -2.1917 -3.2387  0.12
H -2.7744 -3.0925 -3.6291  0.11
H -3.4340 -1.7891 -2.6136  0.12
H -4.6599 -3.2014 -0.3236  0.12
H -3.4030 -1.9743 -0.4397  0.10
H -2.7104 -4.7948 0.3759  0.08
H -1.7958 -3.3376 0.6977  0.06
H -3.3081 -3.6601 1.6228  0.07
H -0.7923 2.2075 -4.0904  0.13
H -2.3831 2.8840 -3.8637  0.12
H -1.6748 0.1224 -4.5818  0.10
H -2.9021 0.1834 -3.3401  0.09
H -3.6506 2.1201 -5.3347  0.10
H -4.4646 0.6575 -4.8638  0.10
H -2.3576 0.9940 -7.0692  0.12
H -4.0516 0.6421 -7.2304  0.11
H -2.0810 -1.3699 -6.0140  0.11
H -2.6691 -1.3193 -7.6524  0.12
H -4.5602 -1.5948 -5.2731  0.10
H -4.9394 -1.7820 -6.9922  0.14
H -4.6272 -4.7562 -3.7483  0.12
H -6.2011 -3.0265 -2.9813  0.06
H -6.9116 -3.0096 -4.7353  0.08
H -2.6036 2.6645 0.3489  0.11
H -3.9231 1.5669 0.1550  0.11
H -4.6422 3.4001 -1.7475  0.11
H -3.8367 4.4232 -0.5395  0.09
H -6.2444 2.6091 -0.0755  0.07
H -5.2755 3.2759 1.2720  0.07
H -6.1379 4.3322 0.1368  0.07
C 1.5355 4.2944 3.6677  -0.11
O 0.9371 4.4335 2.3938  -0.20
C 0.3276 5.6815 2.1319  -0.21
C 1.2936 6.7684 1.6404  -0.43
C 2.1407 7.3752 2.7538  -0.07
N 2.1763 6.2867 0.5754  0.05
H 0.9761 4.8290 4.4411  0.08
H 2.5748 4.6367 3.6563  0.07
H 1.5259 3.2312 3.9058  0.06
H -0.3949 5.4903 1.3328  0.11
H -0.2429 6.0250 3.0065  0.12
H 0.6770 7.5702 1.2212  0.13
H 2.9379 6.7040 3.0744  0.06
H 2.6154 8.2936 2.4073  0.07
H 1.5286 7.6228 3.6246  0.07
H 1.6135 5.9727 -0.2113  0.07
H 2.6309 5.4409 0.9092  0.07
C 3.2401 -1.9781 3.1500  -0.10
O 2.7670 -0.7322 3.6270  -0.21
C 2.9013 -0.5306 5.0219  -0.20
C 4.2805 -0.0235 5.4667  -0.43
C 5.3537 -1.1067 5.4877  -0.07
N 4.7518 1.0967 4.6487  0.05
H 3.0729 -2.7769 3.8782  0.09
H 4.3009 -1.9320 2.8933  0.08
H 2.6863 -2.2133 2.2406  0.07
H 2.1644 0.2383 5.2745  0.11
H 2.6167 -1.4405 5.5668  0.12
H 4.1635 0.3412 6.4918  0.14
H 5.6898 -1.3665 4.4839  0.06
H 6.2264 -0.7575 6.0387  0.08
H 4.9898 -2.0146 5.9734  0.08
H 4.0883 1.8641 4.7121  0.06
H 4.7082 0.8109 3.6739  0.07
C 2.0965 -5.1019 -2.0301  -0.10
O 0.9337 -4.9543 -2.8226  -0.20
C 1.1379 -5.0610 -4.2204  -0.21
C 1.1609 -6.5000 -4.7549  -0.43
C 2.4659 -7.2359 -4.4699  -0.09
N 0.0423 -7.2993 -4.2470  0.04
H 2.9774 -4.6845 -2.5267  0.09
H 2.2805 -6.1489 -1.7792  0.08
H 1.9297 -4.5589 -1.0987  0.08
H 0.2883 -4.5443 -4.6777  0.12
H 2.0434 -4.5140 -4.5152  0.12
H 1.0519 -6.4317 -5.8418  0.14
H 2.5477 -7.5430 -3.4285  0.06
H 2.5307 -8.1413 -5.0707  0.07
H 3.3315 -6.6150 -4.7094  0.07
H -0.8348 -6.8654 -4.5219  0.07
H 0.0472 -7.2301 -3.2327  0.07
C 0.4414 10.8237 6.4369  -0.11
O 0.1910 10.0279 5.2942  -0.20
C -1.0096 10.3167 4.6044  -0.21
C -0.9098 11.4796 3.6064  -0.43
C -0.9189 12.8548 4.2654  -0.07
N 0.2708 11.3738 2.7454  0.04
H -0.4848 11.0772 6.9610  0.09
H 0.9779 11.7396 6.1778  0.08
H 1.0750 10.2437 7.1076  0.09
H -1.2445 9.4094 4.0405  0.12
H -1.8306 10.4736 5.3167  0.12
H -1.7945 11.4186 2.9650  0.13
H 0.0337 13.0835 4.7432  0.06
H -1.0973 13.6267 3.5174  0.08
H -1.7064 12.9270 5.0185  0.08
H 0.2319 10.5023 2.2238  0.06
H 1.0843 11.2669 3.3460  0.07
C -1.6130 -0.3284 7.4848  -0.11
O -2.1592 -0.1259 6.1956  -0.19
C -2.7339 1.1481 5.9724  -0.21
C -1.7305 2.2384 5.5693  -0.42
C -0.9073 2.7749 6.7360  -0.06
N -0.8196 1.7861 4.5151  0.06
H -2.1929 0.1914 8.2528  0.09
H -0.5699 -0.0049 7.5343  0.07
H -1.6433 -1.3982 7.6899  0.09
H -3.4323 1.0089 5.1429  0.12
H -3.3263 1.4579 6.8434  0.12
H -2.3141 3.0739 5.1704  0.14
H -0.1359 2.0701 7.0483  0.06
H -0.4030 3.6968 6.4462  0.07
H -1.5394 2.9947 7.5986  0.08
H -1.3645 1.5154 3.6992  0.07
H -0.4049 0.9133 4.8349  0.06
C 7.4826 -11.8691 -3.3992  -0.11
O 7.6106 -10.5693 -3.9437  -0.19
C 6.9395 -10.3570 -5.1704  -0.21
C 5.4515 -10.0032 -5.0328  -0.43
C 4.5628 -11.2010 -4.7144  -0.07
N 5.2176 -8.9617 -4.0289  0.05
H 7.4468 -12.6309 -4.1834  0.09
H 6.5951 -11.9540 -2.7674  0.07
H 8.3578 -12.0513 -2.7761  0.09
H 7.4473 -9.5072 -5.6347  0.12
H 7.0803 -11.2184 -5.8365  0.12
H 5.1316 -9.6077 -6.0021  0.13
H 4.6621 -11.5169 -3.6759  0.07
H 3.5156 -10.9439 -4.8737  0.07
H 4.8018 -12.0516 -5.3559  0.08
H 5.7315 -8.1249 -4.2914  0.08
H 5.6619 -9.2612 -3.1645  0.07

Forces on the atoms, in the same order (eV/Å):
H 0.0 0.0 0.0
N -0.2 0.7 -0.2
C -0.2 -1.0 0.6
C 0.2 0.9 0.1
C 0.2 -0.3 -0.2
C -0.1 0.4 0.4
C 0.0 -0.2 0.1
N 0.0 0.1 -0.1
C 0.1 -0.1 -0.7
O 0.1 0.1 0.1
C -0.6 0.2 0.6
C 0.2 -0.4 0.0
O -0.1 0.3 -0.1
C 0.1 -0.2 0.4
C 0.0 0.1 -0.7
C 0.7 0.2 -0.8
C -0.6 -0.2 0.6
N 0.3 0.0 -0.2
C -0.5 -0.1 0.1
C -0.1 0.1 -0.8
C 0.3 0.0 0.1
C -0.6 -0.2 0.0
C 0.0 0.0 -0.5
C 0.1 -0.3 0.2
O -0.2 0.2 0.2
C -0.7 -1.0 -0.4
O 0.2 0.1 0.0
C -0.2 0.4 -0.1
C 0.5 -0.5 -0.1
O 0.3 0.2 0.3
C -1.1 -0.1 0.2
C 0.7 -0.2 0.6
C -0.3 0.4 -0.6
H 0.0 0.0 0.0
H 0.2 -0.2 -0.1
H -0.1 -0.2 -0.2
H -0.2 0.0 0.0
H 0.0 0.0 0.1
H 0.0 0.1 0.2
H 0.0 0.0 0.0
H 0.4 -0.1 -0.2
H 0.0 0.0 0.0
H -0.1 0.0 0.0
H 0.1 0.2 -0.2
H 0.0 -0.1 -0.1
H 0.0 0.0 -0.1
H -0.1 -0.1 0.2
H 0.0 0.0 0.2
H 0.1 0.0 0.1
H 0.1 0.0 0.1
H 0.0 0.0 0.0
H 0.0 -0.1 0.1
H 0.2 0.2 0.3
H 0.0 0.0 0.0
H 0.0 0.0 -0.1
H 0.2 -0.1 0.2
H 0.1 0.1 -0.1
H 0.0 0.1 0.1
H 0.1 0.0 0.0
H 0.1 0.1 0.0
H 0.0 0.1 0.0
H 0.6 0.6 0.1
H -0.7 -0.5 0.1
H 0.3 0.8 0.0
H 0.2 0.0 -0.2
H 0.2 -0.2 -0.1
H -0.1 0.0 0.0
H -0.1 0.1 -0.3
H 0.1 -0.2 0.2
H 0.0 0.0 0.0
H 0.0 0.0 0.2
C 0.2 -0.2 -0.2
O -0.1 0.0 0.1
C -0.2 0.1 -0.2
C 0.2 -0.1 0.1
C 0.0 0.2 0.1
N -0.2 -0.1 -0.1
H 0.0 0.0 0.0
H 0.0 0.1 0.1
H -0.1 0.0 0.0
H 0.0 -0.1 0.0
H 0.1 0.0 0.1
H -0.1 0.0 0.0
H 0.0 -0.1 0.0
H 0.0 0.0 0.0
H 0.0 0.0 0.0
H 0.0 0.1 0.0
H 0.1 0.1 0.0
C 0.0 0.1 -0.1
O 0.0 -0.2 0.1
C -0.1 0.2 0.2
C 0.1 -0.1 -0.2
C 0.0 -0.1 0.1
N -0.2 0.0 0.0
H 0.0 0.0 0.0
H 0.0 -0.1 0.1
H 0.0 0.0 0.0
H 0.0 0.0 -0.1
H 0.1 0.0 0.0
H -0.1 0.0 0.0
H 0.0 0.0 0.0
H 0.0 0.0 0.0
H 0.0 0.0 0.0
H 0.1 0.0 0.1
H 0.1 0.0 0.0
C -0.2 0.0 0.1
O 0.1 0.1 0.0
C -0.2 0.1 -0.2
C 0.1 -0.1 0.2
C 0.0 0.0 -0.1
N -0.1 0.2 0.0
H 0.0 0.0 0.0
H 0.1 0.0 0.0
H 0.0 0.0 0.0
H 0.0 0.0 0.1
H 0.1 -0.1 0.0
H 0.0 0.1 0.0
H 0.0 0.0 0.0
H 0.0 0.0 0.0
H 0.0 0.0 0.0
H 0.0 -0.1 -0.1
H 0.0 -0.1 0.0
C 0.2 -0.1 0.0
O -0.1 0.0 0.1
C -0.1 -0.1 -0.2
C 0.2 0.1 0.1
C -0.1 0.1 0.0
N -0.1 -0.2 0.0
H 0.0 0.0 0.0
H -0.1 0.1 0.0
H 0.0 0.0 0.0
H 0.1 0.0 0.0
H 0.0 0.1 0.0
H 0.0 -0.1 0.0
H 0.0 0.0 0.0
H 0.0 0.0 0.0
H 0.0 0.0 0.0
H 0.0 0.1 -0.1
H 0.0 0.1 0.0
C 0.0 -0.1 -0.1
O 0.0 0.0 0.1
C -0.1 0.1 -0.2
C 0.2 -0.1 0.2
C 0.0 0.1 0.0
N -0.2 -0.2 -0.1
H 0.0 0.0 0.0
H 0.0 0.1 0.1
H 0.0 0.0 0.0
H 0.0 -0.1 0.0
H 0.1 0.0 0.0
H -0.1 0.0 0.0
H 0.0 0.0 0.0
H 0.0 0.0 0.0
H 0.0 0.0 0.0
H 0.1 0.1 -0.1
H 0.1 0.0 0.0
C 0.1 0.1 0.1
O 0.0 -0.1 0.0
C 0.0 0.2 -0.1
C 0.0 -0.2 0.2
C -0.1 0.0 -0.1
N 0.2 0.1 0.0
H 0.0 0.0 0.0
H 0.0 -0.1 -0.1
H 0.0 0.0 0.0
H 0.0 0.0 0.1
H -0.1 0.0 0.0
H 0.1 0.0 0.0
H 0.0 0.0 0.0
H 0.0 0.0 0.0
H 0.0 0.0 0.0
H -0.1 0.0 0.0
H -0.1 0.0 0.0